C3H5IO in the gas phase. Source: the OMol25 dataset; level of theory: wB97M-V/def2-TZVPD.

CARTESIAN COORDINATES (ANGSTROEM)
C (1.3176, 0.1307, -0.1022)
C (-0.0733, -0.1854, -0.4898)
O (-0.7469, -1.3178, 0.0535)
C (-1.2258, -0.0965, 0.4284)
I (-3.3012, 0.2860, 0.0346)
H (1.5727, 1.0462, -0.5914)
H (2.1081, -0.4993, -0.4060)
H (1.3253, 0.2767, 1.0268)
H (-0.1318, 0.0304, -1.5210)
H (-0.8448, 0.3290, 1.5669)

Cartesian forces, eV/Å:
C -0.563 0.981 2.980
C -0.143 0.194 -0.207
O 0.398 -0.966 -0.031
C 1.381 2.038 3.203
I 0.767 0.050 -0.020
H 0.034 1.014 -0.032
H 0.438 -1.440 -0.258
H 0.525 -0.143 -1.310
H -1.243 -0.354 -1.298
H -1.593 -1.374 -3.028

SMILES = C[C@H]1O[C@@H]1I
E_HOMO = -0.351 Ha
Energy = -490.162573 a.u.
ΔE to the lowest compared entry with this formula, charge and spin = 132.24 kJ/mol
Orbital gap = 9.94 eV
Lowest unoccupied orbital energy = 0.38 eV